Record 1
ORCA calculation (ωB97M-V with the def2-TZVPD basis set) on a structure of composition C39H56F9InO20PSSi at a distorted geometry.

Geometry as XYZ:
```
128
Properties=species:S:1:pos:R:3
In 3.54053 0.55958 2.60818
S 2.79816 -0.51100 0.44508
P 5.32314 2.33902 2.32788
Si -6.87877 0.24575 2.36097
F 5.39101 -1.58195 0.38142
F 15.81057 1.96138 -4.02908
F 4.28888 -1.21263 -1.71010
F 1.44268 -0.40056 -4.93994
F -2.57988 -6.71923 -2.31948
F 8.19786 2.03044 -0.59486
F -0.56378 -2.42904 -2.03178
F -11.47388 5.14938 -2.14618
F 3.50798 -3.05742 -0.34529
O 9.80287 2.38151 -2.11663
O 16.01208 0.44099 -5.66092
O -10.75779 3.94146 -0.40168
O -2.04530 -11.12450 -2.17374
O 4.54823 2.20009 -6.75806
O -1.60176 -9.51157 -0.61405
O 9.01087 1.05136 -3.76390
O -1.75565 -2.74568 -0.16248
O -2.60610 -8.94572 -2.55857
O 13.96525 -0.50538 -5.50296
O -2.92532 -3.87686 1.43814
O 15.53371 -1.41892 -6.89445
O 1.42511 -1.22220 0.76272
O -12.30854 4.57684 1.11540
O 3.88440 1.96009 -4.58260
O -10.54088 3.28304 1.77297
O -1.50000 -4.98323 0.03268
O 3.00068 0.62551 -6.17885
O 2.51887 0.60694 -0.59283
O 11.07076 2.02143 -3.98009
C -5.43995 -0.80544 1.53462
C 4.20922 -2.49700 3.36927
C 0.52803 1.93327 2.45786
C 15.20100 -0.56783 -6.08648
C -9.79913 0.31996 1.07757
C -8.76750 -2.12703 2.01754
C -1.70776 -8.10235 -0.64216
C -2.13023 -3.86813 0.51314
C -11.89200 4.39606 -1.10438
C -2.07981 -9.95913 -1.81514
C -3.14242 3.66429 3.49394
C 2.86957 1.18657 -3.97454
C 4.05910 -1.68165 -0.29831
C -4.92036 2.32330 2.04428
C -1.86517 3.32316 2.47126
C -0.59045 -3.11261 -0.86573
C -6.82459 0.19823 4.29926
C -8.56179 -0.48773 1.78578
C 4.33256 -1.01106 4.10496
C 15.14863 1.37307 -5.05054
C -6.55649 2.07270 1.79946
C 3.86667 1.64348 -5.91336
C -11.16820 -0.52877 0.65435
C -4.58398 3.80220 2.66814
C -2.77938 -7.87885 -1.65378
C 10.05016 1.83302 -3.33920
C -0.56494 2.81267 3.33435
C 8.41719 2.21938 -1.91541
C 8.09447 0.98726 -2.68964
C -11.14816 3.88424 0.90254
C -11.34398 -2.15797 0.87942
C 4.88493 3.63657 0.99691
C 6.93187 1.38719 1.92923
C -0.77503 -4.57157 -1.10877
C 1.66206 1.41264 3.56566
C 14.02874 0.53037 -4.54319
C -12.61267 5.22979 -0.10078
C 2.71790 0.04802 -4.92449
C -10.09859 -2.97488 1.57453
H 3.17190 0.85808 -2.97650
H 13.08415 1.07886 -4.49525
H -12.08469 0.01685 0.13103
H 6.81921 0.30280 2.39228
H -1.36466 -4.78001 -2.00781
H 3.78212 4.04884 1.04730
H -4.54135 -0.94906 2.30575
H 1.09088 2.55873 1.64316
H 7.88821 3.11552 -2.25693
H 7.82322 1.91323 2.48092
H 5.16203 -2.64490 2.70368
H -12.31349 -2.77169 0.56514
H 4.21978 -3.35766 4.19653
H -4.98676 -0.14514 0.65731
H -6.78901 2.25006 0.65451
H 0.03539 3.77322 3.71054
H -1.97661 -7.70971 0.34220
H -3.27528 2.86154 4.33816
H -2.17139 2.57460 1.61522
H -4.27814 2.04857 1.08917
H -0.74620 -7.67199 -0.94147
H -3.79506 -7.90420 -1.24480
H -5.86923 -1.82191 1.13239
H 1.95882 1.78825 -3.88556
H -7.89082 -2.73456 2.54222
H 5.42366 -0.76455 4.46441
H -0.86598 2.11473 4.25388
H 14.84552 2.12877 -5.78305
H -1.56746 4.38321 2.01068
H 1.86242 2.25837 4.34996
H 3.65414 -1.07396 5.06736
H 1.15664 0.51149 4.15755
H -7.90918 0.42169 4.69546
H 8.26920 0.06971 -2.11785
H -5.39814 4.08521 3.48855
H 7.06348 0.98284 -3.05356
H 7.11717 1.23130 0.77231
H 5.14902 3.29743 -0.11544
H -2.85278 4.70621 3.99655
H 5.58323 4.58447 1.19130
H -9.70053 1.47072 0.87031
H -12.24299 6.25994 -0.06192
H 14.23541 0.09973 -3.55768
H -7.15379 2.79474 2.50511
H -6.47241 -0.89690 4.59098
H 3.40422 -0.78524 -4.73964
H 0.06840 0.99388 1.92461
H -10.09846 -4.13782 1.77915
H -13.69179 5.25071 -0.27533
H -4.59395 1.53228 2.87554
H -6.06840 1.02729 4.63870
H 0.17670 -5.10469 -1.18204
H -4.55869 4.65909 1.85054
H 0.29347 -2.86543 -0.26813
H -12.46623 3.53847 -1.47091
H 3.19956 -2.48632 2.76830
```

Properties
- Spin multiplicity: 1
- Frontier orbital gap: 6.44 eV
- Charge: -1

Atomic partial charges in e from the Löwdin method, atoms 1 to 8: In 0.505; S 0.701; P 0.624; Si 0.504; F -0.022; F 0.077; F -0.047; F 0.082

***

Record 2
ORCA calculation (ωB97M-V with the def2-TZVPD basis set) on a structure of composition C13H19ClFeOSi at a distorted geometry.

Geometry as XYZ:
```
36
Properties=species:S:1:pos:R:3
Fe -0.06732 -0.08701 -1.65405
Cl -2.07642 0.13168 -2.60530
Si 0.27482 2.48468 0.11848
O 0.29727 0.87319 -0.05615
C -1.42366 3.05051 0.79488
C 2.05607 -1.00067 -2.05930
C 1.84668 -1.86465 -0.93339
C 0.48105 3.10983 -1.68289
C -1.64000 -3.41331 1.73157
C 0.14348 -2.28410 -2.41236
C -1.67675 -1.23810 2.53926
C 1.06922 -1.37038 -3.07472
C -0.44757 -1.85009 2.95798
C -2.41411 -2.20721 1.77724
C 0.71729 -2.65404 -1.16494
C 1.61691 3.26115 1.22521
C -0.37216 -3.13466 2.33626
H -1.58315 2.66891 1.81329
H -2.18438 2.58630 0.15278
H -1.91934 -4.32542 1.20788
H -1.96788 -0.19455 2.69614
H 0.34845 -1.35387 3.51533
H -0.75896 -2.69971 -2.85510
H -1.65056 4.12769 0.82420
H 0.45220 4.20299 -1.74766
H -0.28476 2.72508 -2.37600
H 2.89335 -0.31741 -2.23668
H 1.54928 4.35975 1.16877
H 2.63956 2.97883 0.92699
H -3.35915 -2.02233 1.26003
H 2.46632 -1.94039 -0.05095
H 0.36626 -3.44709 -0.52003
H 1.44602 2.78609 -2.09494
H 1.14011 -1.13637 -4.15026
H 1.52998 2.99071 2.29040
H 0.49181 -3.79605 2.33804
```

Properties
- Expectation value of S²: 6.02
- Relative energy (zero: lowest compared OMol25 entry of this formula, charge and spin): 3.8 kcal/mol
- Spin multiplicity: 5
- Frontier orbital gap (spin up / spin down): 5.12 / 5.12 eV
- Charge: -2

Atomic partial charges in e from the Löwdin method, atoms 1 to 8: Fe 0.400; Cl -0.129; Si 0.271; O -0.444; C -0.181; C -0.228; C -0.171; C -0.201

***

Record 3
ORCA calculation (ωB97M-V with the def2-TZVPD basis set) on a cluster of 2 separate species, C6H12O in total.

Geometry as XYZ:
```
19
Properties=species:S:1:pos:R:3
O 0.79816 1.37580 0.24462
C -0.72047 -0.80838 2.54476
C -0.51974 0.12654 -0.79830
C -1.34445 -0.68137 -1.44377
C -0.58947 1.47408 -0.12481
C 0.94175 0.09413 -0.41240
C 1.94556 0.12897 -1.54635
H -0.18509 -1.63705 3.01509
H 1.65632 0.88158 -2.28636
H 2.94226 0.37473 -1.16608
H 1.20052 -0.68423 0.31911
H -0.02964 0.01945 2.35872
H -1.00278 -1.63864 -1.82973
H -2.38733 -0.42436 -1.60871
H 1.99064 -0.84807 -2.04069
H -1.24617 1.53603 0.75251
H -1.14740 -1.14227 1.59552
H -0.78089 2.33120 -0.78370
H -1.52178 -0.47814 3.21059
```

Properties
- Relative energy (zero: lowest compared OMol25 entry of this formula, charge and spin): 47.1 kcal/mol
- Spin multiplicity: 1
- Frontier orbital gap: 10.35 eV
- Charge: 0
- SMILES: C=C1CO[C@@H]1C.C

Atomic partial charges in e from the Löwdin method, atoms 1 to 8: O -0.098; C -0.041; C -0.258; C 0.065; C -0.133; C -0.348; C -0.030; H 0.023

***

Record 4
ORCA calculation (ωB97M-V with the def2-TZVPD basis set) on a cluster of 2 separate species, C3H11N3 in total at a distorted geometry.

Geometry as XYZ:
```
17
Properties=species:S:1:pos:R:3
N -2.52814 1.17255 -0.58866
N -1.33843 1.36097 1.33462
N 0.97235 -1.52645 -1.12796
C 2.02834 -0.65329 0.89437
C 2.11570 -0.73060 -0.61354
C -1.59924 0.69140 0.25432
H 1.11548 -2.42657 -0.66980
H -1.11467 -0.27079 -0.10928
H -2.33663 0.98766 -1.56118
H 2.84915 -0.06546 1.34495
H 1.10526 -1.67732 -2.12227
H 2.03838 0.30561 -0.97011
H 3.09346 -1.17703 -0.89252
H 2.01808 -1.69898 1.25838
H -1.31071 0.81033 2.18600
H -2.99967 1.94425 -0.13275
H 1.15369 -0.12114 1.27932
```

Properties
- Relative energy (zero: lowest compared OMol25 entry of this formula, charge and spin): 34.1 kcal/mol
- Spin multiplicity: 1
- Frontier orbital gap: 9.57 eV
- Charge: 0
- SMILES: [H]/N=C/N.CCN

Atomic partial charges in e from the Löwdin method, atoms 1 to 8: N 0.073; N 0.017; N -0.028; C -0.127; C -0.354; C -0.418; H 0.061; H 0.105

***

Record 5
ORCA calculation (ωB97M-V with the def2-TZVPD basis set) on a structure of composition C16H23NO5 at a distorted geometry.

Geometry as XYZ:
```
45
Properties=species:S:1:pos:R:3
O -2.88916 1.28822 1.85686
O -2.35050 -1.47286 -0.04893
O 1.77225 -2.37466 0.80519
O -1.10839 0.61462 0.61643
O 2.07955 2.24294 1.42446
N 1.26652 0.04275 1.57594
C -3.17558 -2.49408 -0.07670
C -4.36648 -2.29598 0.06217
C -0.36371 1.98241 1.12417
C -1.60292 1.82040 -1.90067
C 1.16782 1.17418 1.27184
C -3.03801 -0.69888 0.71126
C 3.18662 -1.12851 -0.45731
C -0.36076 2.88305 0.07934
C -2.31250 0.62513 1.20001
C 2.47641 -1.92562 -1.27539
C 2.83247 -1.63537 1.13396
C 0.98268 1.67778 -1.59198
C -0.25475 2.38267 -1.55113
C 2.56297 -0.73858 2.08560
C 1.26471 -2.26290 -0.73729
C -4.24626 -0.87406 0.95717
H -5.17781 -0.50279 1.73310
H -2.48533 2.50023 -1.76357
H 2.14281 -1.49524 -2.08566
H 0.48955 -1.85379 -0.56924
H -2.91856 -3.18625 -0.85769
H 0.94193 0.78470 -1.26461
H -1.67702 0.91086 -1.70894
H -0.80069 2.26145 1.95988
H 1.88680 2.08985 -1.28480
H -5.17199 -3.01546 0.33638
H -0.24625 3.57201 -1.99982
H 3.26787 0.13584 2.11354
H 0.31363 3.56961 0.38019
H 1.22428 1.54583 -2.75266
H 0.92565 -3.37827 -0.77951
H 2.99915 -2.96005 -1.44874
H 0.41126 -0.58874 1.74085
H 2.91218 -0.13702 -0.38528
H -1.59059 1.74341 -2.87225
H -1.39726 3.30677 0.26894
H 3.68336 -2.18664 1.37985
H 2.55396 -0.91069 2.96809
H 4.19008 -1.03831 -0.37301
```

Properties
- Relative energy (zero: lowest compared OMol25 entry of this formula, charge and spin): 445.5 kcal/mol
- Spin multiplicity: 1
- Frontier orbital gap: 9.23 eV
- Charge: 0

Atomic partial charges in e from the Löwdin method, atoms 1 to 8: O 0.233; O 0.116; O -0.100; O -0.002; O -0.134; N 0.155; C -0.277; C 0.011

***

Record 6
ORCA calculation (ωB97M-V with the def2-TZVPD basis set) on a cluster of 2 separate species, C5H7N2 in total at a distorted geometry.

Geometry as XYZ:
```
14
Properties=species:S:1:pos:R:3
N 2.86424 0.26740 0.24016
N 1.75855 0.07741 -0.17075
C -0.47518 -0.99665 -0.52343
C -1.30142 -1.83919 0.37929
C 0.62747 -0.34346 -0.24134
C -0.42770 2.47781 -0.43615
C 0.04138 2.22049 0.61896
H -1.47662 -2.81120 0.09970
H -1.00888 -0.84125 -1.46260
H 0.14724 1.78090 1.61749
H -2.30713 -1.48434 0.28814
H -0.98125 2.87701 -1.29260
H -1.05192 -1.64902 1.35728
H 3.59122 0.26408 -0.47414
```

Properties
- Expectation value of S²: 2.03
- Relative energy (zero: lowest compared OMol25 entry of this formula, charge and spin): 126.3 kcal/mol
- Spin multiplicity: 3
- Frontier orbital gap (spin up / spin down): 8.89 / 6.32 eV
- Charge: +1

Atomic partial charges in e from the Löwdin method, atoms 1 to 8: N 0.253; N 0.031; C -0.010; C -0.013; C 0.040; C 0.025; C -0.013; H 0.079